# 1
Formula: C6H15ClI2InN2O2P
Source: OMol25
Level of theory: the ωB97M-V functional and the def2-TZVPD basis

Gap between HOMO and LUMO (spin up / spin down) ... 4.0350 / 4.0363 eV
Electronic energy ... -2084.095510 Ha
Highest occupied orbital energy (spin up / spin down) ... -15.5616 / -15.5621 eV

Geometry as ORCA input:
```
! RIJCOSX wB97M-V def2-TZVPD def2/J DEFGRID3
* xyz 2 1
I -3.39 -1.10 -2.68
I 1.16 1.00 -2.74
In -0.60 0.33 -0.81
P 0.59 -2.09 -0.71
C -0.13 -2.83 -2.21
C 2.36 -2.58 -0.83
H 0.09 -2.74 1.56
H 0.62 -4.15 0.59
H -1.05 -3.49 0.41
C 0.00 -3.23 0.58
H 2.90 -2.20 0.05
H 2.44 -3.68 -0.85
H 0.31 -3.82 -2.37
H 0.08 -2.18 -3.08
H 2.82 -2.17 -1.74
H -1.22 -2.90 -2.09
C -3.41 0.52 -1.20
O -4.12 1.06 -0.46
Cl -1.90 -0.46 1.15
C 1.70 4.09 1.85
N 0.32 3.68 1.85
C -0.22 2.63 1.18
N -1.58 2.60 1.11
O 0.50 1.76 0.61
H 2.37 3.27 1.57
H 1.94 4.45 2.86
H 1.85 4.93 1.15
H -0.33 4.21 2.42
H -2.01 1.69 1.30
H -2.07 3.40 1.52
*
```

# 2
Formula: C10H13NO3
Source: OMol25
Level of theory: the ωB97M-V functional and the def2-TZVPD basis

Gap between HOMO and LUMO ... 9.1264 eV
Electronic energy ... -669.112448 Ha
Highest occupied orbital energy ... -9.3038 eV

Geometry as ORCA input:
```
! RIJCOSX wB97M-V def2-TZVPD def2/J DEFGRID3
* xyz 0 1
C 3.33 1.09 -0.11
C 2.60 0.32 0.87
C 2.58 1.54 -1.19
C 1.32 0.08 0.85
C 1.18 1.46 -1.09
C 0.57 0.77 -0.05
C -0.76 -1.67 -0.90
C -1.52 0.21 1.93
C -1.61 -0.34 -0.93
C -0.96 0.69 -0.01
N -1.69 1.96 -0.01
O -1.15 2.93 0.50
O -2.90 1.94 -0.36
O -2.88 -0.59 -0.65
H 4.41 1.08 -0.11
H 3.16 -0.16 1.65
H 3.00 1.97 -2.14
H 0.99 -0.70 1.55
H 0.57 1.77 -1.85
H -1.34 -2.50 -1.31
H -0.38 -1.78 0.09
H 0.00 -1.53 -1.64
H -2.64 0.37 1.92
H -0.98 -0.72 1.98
H -1.16 0.97 2.48
H -1.62 0.05 -2.09
H -3.46 0.07 -1.05
*
```

# 3
Formula: C8H11NO4S
Source: OMol25
Level of theory: the ωB97M-V functional and the def2-TZVPD basis

Gap between HOMO and LUMO ... 10.0403 eV
Electronic energy ... -1065.236196 Ha
SMILES ... C[C@H]1O[C@@H]1S(=O)(=O)O.c1ccncc1
Highest occupied orbital energy ... -9.4605 eV

Geometry as ORCA input:
```
! RIJCOSX wB97M-V def2-TZVPD def2/J DEFGRID3
* xyz 0 1
C 3.17 1.72 -0.36
C 2.84 0.32 -0.19
O 2.81 -0.25 1.04
C 1.61 -0.09 0.44
S 0.65 -1.54 -0.25
O 0.38 -1.25 -1.67
O -0.49 -1.92 0.59
O 1.64 -2.79 -0.25
H 2.86 2.40 0.49
H 4.22 2.02 -0.47
H 2.71 2.19 -1.21
H 3.29 -0.34 -1.04
H 0.78 0.58 0.87
H 1.64 -3.27 0.55
C -3.49 -0.34 -0.27
C -3.34 -0.04 1.05
C -2.24 0.57 1.53
N -1.28 1.02 0.72
C -1.40 0.75 -0.58
C -2.52 0.02 -1.14
H -4.38 -0.89 -0.78
H -4.07 -0.41 1.72
H -2.22 0.78 2.61
H -0.54 1.08 -1.27
H -2.61 -0.31 -2.12
*
```

Repeat the second record exactly.
Formula: C10H13NO3
Source: OMol25
Level of theory: the ωB97M-V functional and the def2-TZVPD basis

Gap between HOMO and LUMO ... 9.1264 eV
Electronic energy ... -669.112448 Ha
Highest occupied orbital energy ... -9.3038 eV

Geometry as ORCA input:
```
! RIJCOSX wB97M-V def2-TZVPD def2/J DEFGRID3
* xyz 0 1
C 3.33 1.09 -0.11
C 2.60 0.32 0.87
C 2.58 1.54 -1.19
C 1.32 0.08 0.85
C 1.18 1.46 -1.09
C 0.57 0.77 -0.05
C -0.76 -1.67 -0.90
C -1.52 0.21 1.93
C -1.61 -0.34 -0.93
C -0.96 0.69 -0.01
N -1.69 1.96 -0.01
O -1.15 2.93 0.50
O -2.90 1.94 -0.36
O -2.88 -0.59 -0.65
H 4.41 1.08 -0.11
H 3.16 -0.16 1.65
H 3.00 1.97 -2.14
H 0.99 -0.70 1.55
H 0.57 1.77 -1.85
H -1.34 -2.50 -1.31
H -0.38 -1.78 0.09
H 0.00 -1.53 -1.64
H -2.64 0.37 1.92
H -0.98 -0.72 1.98
H -1.16 0.97 2.48
H -1.62 0.05 -2.09
H -3.46 0.07 -1.05
*
```

> electronic energy of number 1 (C6H15ClI2InN2O2P)?

-2084.095510 Ha